No. 1
Density functional theory data (ωB97M-V with the def2-TZVPD basis set) for a molecular structure, C52H37GeIMoN5O4S2.

Atoms and positions in Å:
Mo -0.32 -0.11 0.04
C 3.77 -0.35 -2.05
C 3.70 0.76 -1.05
N 4.77 1.45 -0.75
C 4.69 2.46 0.14
C 3.53 2.84 0.77
C 3.56 3.97 1.75
O 2.74 5.08 1.36
C 2.35 2.10 0.47
C 1.11 2.42 1.15
N 0.00 1.76 1.18
C -0.88 2.24 2.24
C -0.28 2.40 3.48
C -0.95 2.92 4.57
C -2.29 3.25 4.45
C -2.92 3.03 3.24
C -2.24 2.53 2.13
I -3.46 2.32 0.46
C 2.44 1.05 -0.43
O 1.42 0.32 -0.75
H 4.81 -0.58 -2.26
H 3.28 -0.05 -2.98
H 3.24 -1.23 -1.70
H 5.61 2.98 0.36
H 4.59 4.29 1.89
H 3.18 3.66 2.73
H 2.92 5.25 0.43
H 1.17 3.33 1.74
H 0.74 2.06 3.60
H -0.43 3.04 5.51
H -2.84 3.64 5.29
H -3.97 3.26 3.14
S -1.00 1.29 -1.86
C -2.18 0.43 -2.78
C -2.78 1.02 -3.89
C -3.71 0.33 -4.65
C -4.30 0.97 -5.80
N -4.76 1.49 -6.72
C -4.06 -0.98 -4.30
C -3.48 -1.56 -3.18
C -2.55 -0.87 -2.41
S -1.86 -1.62 -1.00
C -5.02 -1.73 -5.07
N -5.77 -2.33 -5.68
H -2.51 2.03 -4.17
H -3.76 -2.57 -2.90
N -6.46 -1.06 8.03
C -5.76 -1.00 7.12
C -4.88 -0.93 5.97
C -3.73 -1.72 5.93
C -2.88 -1.64 4.84
C -3.17 -0.78 3.78
C -4.33 -0.01 3.83
C -5.18 -0.08 4.92
C -2.29 -0.66 2.65
C -1.58 -0.54 1.68
H -3.51 -2.39 6.75
H -2.00 -2.26 4.80
H -4.56 0.65 3.00
H -6.08 0.52 4.95
O 0.98 -2.27 -0.08
C 1.61 -1.87 0.91
O 1.17 -0.89 1.61
C 2.92 -2.51 1.24
C 3.58 -1.98 2.50
Ge 2.67 -2.35 4.19
C 1.22 -3.66 4.14
C 1.31 -4.79 4.95
C 0.30 -5.75 4.97
C -0.83 -5.59 4.18
C -0.94 -4.46 3.38
C 0.06 -3.51 3.36
C 4.07 -3.22 5.29
C 4.84 -4.23 4.70
C 5.79 -4.93 5.43
C 5.99 -4.63 6.77
C 5.23 -3.64 7.37
C 4.28 -2.95 6.64
C 2.08 -0.82 5.22
C 0.75 -0.74 5.63
C 0.34 0.21 6.56
C 1.27 1.11 7.08
C 2.58 1.08 6.64
C 2.98 0.12 5.72
H 3.55 -2.35 0.36
H 2.75 -3.58 1.29
H 3.73 -0.90 2.42
H 4.57 -2.43 2.61
H 2.18 -4.94 5.58
H 0.40 -6.61 5.61
H -1.61 -6.34 4.19
H -1.82 -4.31 2.76
H -0.09 -2.62 2.77
H 4.69 -4.48 3.66
H 6.37 -5.71 4.95
H 6.73 -5.18 7.34
H 5.38 -3.41 8.42
H 3.69 -2.19 7.13
H 0.02 -1.44 5.24
H -0.69 0.25 6.88
H 0.96 1.84 7.81
H 3.30 1.79 7.03
H 4.02 0.08 5.42

Computed properties:
- Total charge: -1
- Frontier orbital gap (spin up / spin down): 0.233 / 0.241 Ha
- HOMO energy (spin up / spin down): -4.987 / -5.528 eV
- Spin multiplicity: 3
- Relative energy (zero: lowest compared OMol25 entry of this formula, charge and spin): 0.0000 eV

No. 2
Density functional theory data (ωB97M-V with the def2-TZVPD basis set) for a molecular structure, C6H12O.

Atoms and positions in Å:
C 1.90 0.05 -1.32
C 1.71 1.12 -0.26
O 1.14 2.34 -0.78
C 0.07 2.15 0.16
C 0.62 0.89 0.76
C -1.69 -1.52 1.44
C -1.55 -1.53 -0.09
H 2.66 0.38 -2.04
H 2.23 -0.89 -0.87
H 0.97 -0.12 -1.86
H 2.65 1.31 0.28
H -0.89 1.95 -0.33
H -0.08 2.98 0.86
H -0.81 -1.06 1.90
H -1.82 -2.53 1.85
H -2.56 -0.93 1.76
H -1.69 -2.53 -0.51
H -0.56 -1.18 -0.40
H -2.29 -0.88 -0.57

Computed properties:
- Total charge: 0
- Frontier orbital gap: 0.320 Ha
- HOMO energy: -9.109 eV
- Spin multiplicity: 1
- Relative energy (zero: lowest compared OMol25 entry of this formula, charge and spin): 5.1736 eV

No. 3
Density functional theory data (ωB97M-V with the def2-TZVPD basis set) for 3 unconnected molecules or ions with the total composition C4H13NO2.

Atoms and positions in Å:
N -0.21 -1.26 -1.15
C -0.27 -2.65 -0.69
C 0.24 -2.97 3.07
C -0.20 -2.71 1.71
C 0.51 -2.99 0.56
H 0.70 -0.73 -1.09
H -1.07 -0.69 -0.75
H -1.34 -2.84 -0.55
H -0.05 -3.31 -1.58
H 1.16 -3.54 2.84
H -0.64 -3.45 3.63
H 0.47 -2.04 3.66
H -1.09 -2.08 1.59
H 1.60 -3.31 0.62
H 0.82 5.36 -1.89
H 0.82 6.55 -0.97
O 0.91 6.28 -1.88
H -0.39 3.58 -1.69
H -1.77 3.54 -1.18
O -0.84 3.68 -0.93

Computed properties:
- Total charge: -1
- Frontier orbital gap (spin up / spin down): 0.088 / 0.324 Ha
- HOMO energy (spin up / spin down): 0.968 / -5.527 eV
- Spin multiplicity: 2
- Relative energy (zero: lowest compared OMol25 entry of this formula, charge and spin): 2.0171 eV

No. 4
Density functional theory data (ωB97M-V with the def2-TZVPD basis set) for a molecular structure, C4H4ClN.

Atoms and positions in Å:
C 1.50 -0.33 0.08
C 0.07 -0.66 -0.18
C -0.73 0.33 -0.20
C -2.21 0.20 -0.27
H 1.97 -0.91 0.99
H 1.40 0.94 0.65
H 2.04 -0.21 -1.08
H -0.43 -1.70 -0.14
N -3.39 0.17 0.19
Cl -0.22 2.18 -0.05

Computed properties:
- Total charge: 0
- Frontier orbital gap: 0.379 Ha
- HOMO energy: -10.384 eV
- Spin multiplicity: 1
- Relative energy (zero: lowest compared OMol25 entry of this formula, charge and spin): 4.1432 eV

No. 5
Density functional theory data (ωB97M-V with the def2-TZVPD basis set) for a single C3H3N3O molecule.

Atoms and positions in Å:
N -2.29 0.51 0.58
C -1.23 0.10 0.16
N -0.53 -0.78 -0.34
C 0.80 -0.94 -0.65
N 1.85 0.13 0.04
C 1.46 0.97 0.77
O 0.82 1.75 1.40
H -3.04 0.93 0.06
H 1.00 -0.75 -1.71
H 1.15 -1.92 -0.31

Computed properties:
- SMILES: N=C=NCN=C=O
- Total charge: 0
- Frontier orbital gap: 0.386 Ha
- HOMO energy: -10.127 eV
- Spin multiplicity: 1
- Relative energy (zero: lowest compared OMol25 entry of this formula, charge and spin): 2.0780 eV

No. 6
Density functional theory data (ωB97M-V with the def2-TZVPD basis set) for 3 unconnected molecules or ions with the total composition C3H5I2NO2.

Atoms and positions in Å:
C -1.89 0.00 1.41
C 1.54 0.19 0.74
C -1.26 -0.02 -1.40
N 1.35 -0.23 -0.56
O -1.95 1.11 1.44
O -1.93 -1.15 1.51
I -1.11 -1.31 -2.96
I -1.75 1.92 -1.96
H 0.97 1.09 0.93
H 1.24 -0.57 1.52
H 2.60 0.44 0.85
H 0.35 -0.34 -0.72
H 1.86 -1.14 -0.80

Computed properties:
- Total charge: 0
- Frontier orbital gap: 0.258 Ha
- HOMO energy: -8.837 eV
- Spin multiplicity: 1
- Relative energy (zero: lowest compared OMol25 entry of this formula, charge and spin): 3.1341 eV

No. 7
Density functional theory data (ωB97M-V with the def2-TZVPD basis set) for a gas-phase ion, C4H11N2O2 (charge +1).

Atoms and positions in Å:
N -0.73 0.59 -1.16
C -0.45 0.29 0.26
C 1.06 0.24 0.66
C 1.99 1.29 0.12
N 2.03 1.22 -1.41
C -1.14 -1.03 0.56
O -1.08 -2.04 -0.09
O -2.11 -0.90 1.49
H -1.63 1.02 -1.33
H -0.65 -0.22 -1.77
H -0.92 1.12 0.81
H 1.47 -0.72 0.30
H 1.10 0.22 1.75
H 3.05 1.10 0.34
H 1.81 2.33 0.40
H 2.31 0.30 -1.73
H 2.71 1.89 -1.75
H 0.99 1.42 -1.67
H -2.49 -1.77 1.60

Computed properties:
- SMILES: N[C@H](CC[NH3+])C(=O)O
- Total charge: +1
- Frontier orbital gap: 0.391 Ha
- HOMO energy: -14.029 eV
- Spin multiplicity: 1
- Relative energy (zero: lowest compared OMol25 entry of this formula, charge and spin): 0.5829 eV

No. 8
Density functional theory data (ωB97M-V with the def2-TZVPD basis set) for a molecular structure, C36H45CoIN7O2S.

Atoms and positions in Å:
Co 0.29 1.14 0.08
C 3.90 0.63 2.17
C 3.34 -0.55 1.37
C 2.91 -0.32 -0.08
N 2.15 0.88 -0.42
C 2.67 1.78 -1.23
C 4.07 1.97 -1.37
C 4.81 2.71 -2.27
C 4.42 3.42 -3.40
C 3.11 3.52 -3.85
C 1.93 3.14 -3.25
C 1.67 2.59 -1.97
N 0.48 2.59 -1.42
C -0.63 3.19 -2.14
C -1.87 3.41 -1.28
C -2.34 2.13 -0.59
N -1.42 1.85 0.50
C -1.53 2.41 1.68
C -2.70 3.09 2.11
C -3.07 3.52 3.37
C -2.37 3.50 4.57
C -1.05 3.13 4.73
C -0.11 2.73 3.79
C -0.25 2.46 2.42
N 0.78 2.22 1.62
C 2.13 2.53 2.08
C 2.84 1.45 2.91
H 4.50 1.30 1.54
H 4.58 0.22 2.92
H 2.51 -0.97 1.94
H 4.09 -1.34 1.33
H 2.27 -1.16 -0.37
H 3.79 -0.35 -0.73
H 4.66 1.46 -0.62
H 5.88 2.71 -2.07
H 5.20 3.87 -4.00
H 2.99 3.98 -4.83
H 1.05 3.32 -3.85
H -0.90 2.54 -2.98
H -0.33 4.16 -2.56
H -2.67 3.77 -1.94
H -1.69 4.19 -0.53
H -2.32 1.29 -1.27
H -3.37 2.22 -0.23
H -3.46 3.22 1.35
H -4.07 3.93 3.42
H -2.90 3.84 5.45
H -0.66 3.20 5.75
H 0.88 2.55 4.19
H 2.07 3.46 2.65
H 2.72 2.75 1.19
H 2.11 0.77 3.35
H 3.33 1.96 3.75
C -0.27 -4.97 -2.73
C -1.05 -3.84 -3.40
N -0.50 -2.53 -3.10
C 0.55 -2.06 -3.99
C 0.01 -1.20 -5.12
C -0.91 -1.87 -1.97
S -0.16 -0.29 -1.83
N -1.71 -2.59 -1.22
C -2.70 -2.19 -0.38
O -3.25 -1.10 -0.37
C -3.27 -3.31 0.45
C -4.30 -3.03 1.34
C -4.85 -4.03 2.12
C -4.37 -5.33 2.01
C -3.36 -5.63 1.12
C -2.81 -4.62 0.33
H -0.68 -5.94 -3.00
H -0.33 -4.85 -1.64
H 0.78 -4.94 -3.02
H -2.09 -3.87 -3.08
H -1.03 -3.96 -4.49
H 1.05 -2.95 -4.39
H 1.29 -1.51 -3.41
H -0.72 -1.75 -5.72
H 0.83 -0.88 -5.78
H -0.47 -0.31 -4.71
H -4.64 -2.00 1.41
H -5.64 -3.80 2.82
H -4.80 -6.12 2.63
H -2.98 -6.64 1.03
H -2.01 -4.83 -0.36
N -0.95 -0.75 3.20
C -0.14 -1.27 2.23
O 0.39 -0.51 1.38
C 0.14 -2.66 2.28
I 2.01 -2.46 4.58
H -0.90 0.25 3.31
H -0.98 -1.27 4.06
H 0.80 -3.08 1.53
H -0.45 -3.32 2.89

Computed properties:
- Total charge: -1
- Frontier orbital gap (spin up / spin down): 0.209 / 0.238 Ha
- HOMO energy (spin up / spin down): -4.092 / -4.884 eV
- Spin multiplicity: 4

No. 9
Density functional theory data (ωB97M-V with the def2-TZVPD basis set) for a molecular structure, C12H28InN4O4.

Atoms and positions in Å:
In -18.57 -0.08 -1.51
C -21.14 -0.04 1.47
C -20.67 1.07 0.61
O -20.00 0.83 -0.41
N -21.07 2.27 0.93
C -20.53 3.42 0.23
H -20.60 -0.95 1.24
H -22.17 -0.38 1.49
H -20.85 0.04 2.52
H -21.56 2.49 1.79
H -20.31 3.24 -0.82
H -19.67 3.79 0.78
H -21.27 4.22 0.21
C -18.39 1.24 -5.41
C -17.96 0.24 -4.41
O -18.24 0.48 -3.27
N -17.32 -0.91 -4.65
C -16.82 -1.32 -5.93
H -17.75 1.11 -6.28
H -18.25 2.28 -5.10
H -19.46 1.20 -5.65
H -17.09 -1.48 -3.84
H -17.35 -0.98 -6.82
H -16.70 -2.40 -5.98
H -15.81 -0.92 -6.00
C -18.61 1.62 2.30
C -17.53 1.39 1.17
O -17.77 0.63 0.24
N -16.31 2.00 1.20
C -15.23 1.98 0.17
H -19.27 0.76 2.41
H -19.25 2.49 2.11
H -18.05 1.72 3.23
H -16.23 2.75 1.87
H -14.97 2.96 -0.22
H -15.52 1.33 -0.66
H -14.29 1.54 0.49
C -19.31 -3.48 -4.13
C -19.73 -2.10 -3.68
O -19.56 -1.66 -2.54
N -20.45 -1.38 -4.51
C -21.09 -0.09 -4.18
H -19.02 -4.00 -3.21
H -18.52 -3.41 -4.87
H -20.20 -3.95 -4.55
H -20.56 -1.66 -5.48
H -21.24 0.10 -3.11
H -22.02 0.05 -4.72
H -20.50 0.81 -4.35

Computed properties:
- Total charge: +3
- Frontier orbital gap: 0.310 Ha
- HOMO energy: -19.642 eV
- Spin multiplicity: 1
- Relative energy (zero: lowest compared OMol25 entry of this formula, charge and spin): 0.3613 eV

No. 10
Density functional theory data (ωB97M-V with the def2-TZVPD basis set) for a molecular structure, C20H14Cl2F3IrN5O2S3.

Atoms and positions in Å:
Ir -0.09 -0.07 0.16
S 3.07 -2.59 2.41
C 2.02 -1.72 1.53
S 0.34 -1.68 1.80
S 2.36 -0.70 0.21
Cl -6.75 1.81 -2.75
C -5.13 1.64 -2.13
C -4.23 2.71 -2.26
C -2.97 2.60 -1.76
Cl -1.85 3.92 -1.94
C -2.52 1.45 -1.07
O -1.34 1.44 -0.55
C -3.44 0.37 -1.00
C -3.05 -0.86 -0.40
O -2.02 -1.09 0.23
C -4.74 0.48 -1.53
H -4.54 3.61 -2.77
H -3.76 -1.69 -0.52
H -5.42 -0.35 -1.44
F 0.45 -1.96 -1.89
C 0.14 -0.67 -1.76
F -1.02 -0.49 -2.45
F 1.07 0.05 -2.40
C 1.45 1.47 3.26
C 1.61 2.06 1.91
N 0.91 1.77 0.83
C 1.33 2.61 -0.19
C 2.30 3.42 0.30
N 2.48 3.06 1.62
C 3.47 3.60 2.52
N 2.87 4.33 3.61
N 3.23 4.03 4.89
N 2.63 4.81 5.69
C 1.83 5.67 4.95
C 0.98 6.70 5.35
C 0.30 7.38 4.37
C 0.46 7.05 3.01
C 1.30 6.04 2.59
C 1.99 5.36 3.60
H 0.76 0.64 3.22
H 1.06 2.22 3.95
H 2.41 1.12 3.66
H 0.89 2.57 -1.17
H 2.88 4.20 -0.16
H 4.13 4.25 1.94
H 4.07 2.81 2.97
H 0.86 6.94 6.40
H -0.38 8.17 4.64
H -0.10 7.61 2.27
H 1.41 5.79 1.55

Computed properties:
- Total charge: 0
- Frontier orbital gap (spin up / spin down): 0.245 / 0.247 Ha
- HOMO energy (spin up / spin down): -7.989 / -8.289 eV
- Spin multiplicity: 2
- Relative energy (zero: lowest compared OMol25 entry of this formula, charge and spin): 2.1694 eV

No. 11
Density functional theory data (ωB97M-V with the def2-TZVPD basis set) for 5 unconnected molecules or ions with the total composition C14H22Cl6F6O4.

Atoms and positions in Å:
C 2.44 -0.38 -2.30
C 3.74 -0.87 -2.85
O 4.81 -0.45 -1.96
C 5.98 -1.05 -2.13
O 6.31 -1.74 -3.04
C 6.92 -0.81 -0.92
F 6.81 -1.87 -0.10
F 8.19 -0.72 -1.32
F 6.61 0.29 -0.23
H 2.48 0.69 -2.06
H 2.15 -0.89 -1.38
H 1.65 -0.53 -3.04
H 3.96 -0.48 -3.85
H 3.78 -1.95 -2.93
C -3.58 0.75 6.89
C -2.80 -0.15 5.95
O -1.77 0.59 5.29
C -1.89 0.79 3.99
O -2.81 0.53 3.28
C -0.63 1.53 3.46
F -0.66 2.81 3.86
F 0.49 0.97 3.90
F -0.62 1.52 2.13
H -4.30 1.36 6.34
H -2.87 1.45 7.35
H -4.06 0.17 7.68
H -3.45 -0.62 5.21
H -2.35 -0.97 6.51
Cl 1.67 -2.99 -4.76
C 0.51 -4.11 -5.56
C -0.78 -3.40 -5.87
Cl -0.59 -2.13 -7.10
H 0.32 -4.89 -4.83
H 0.98 -4.49 -6.46
H -1.21 -2.96 -4.97
H -1.47 -4.13 -6.28
Cl -1.55 -0.97 -3.03
C -1.12 -0.70 -1.31
C -2.25 -0.05 -0.54
Cl -3.62 -1.17 -0.29
H -0.28 -0.01 -1.32
H -0.80 -1.65 -0.89
H -2.62 0.83 -1.05
H -1.85 0.24 0.43
Cl -1.27 4.68 -0.35
C -1.83 4.51 1.33
C -3.04 3.62 1.43
Cl -4.46 4.29 0.55
H -2.03 5.48 1.76
H -1.00 4.04 1.86
H -3.37 3.43 2.45
H -2.88 2.61 1.04

Computed properties:
- SMILES: CCOC(=O)C(F)(F)F.CCOC(=O)C(F)(F)F.ClCCCl.ClCCCl.ClCCCl
- Total charge: 0
- Frontier orbital gap: 0.408 Ha
- HOMO energy: -10.765 eV
- Spin multiplicity: 1
- Relative energy (zero: lowest compared OMol25 entry of this formula, charge and spin): 0.0000 eV